ORCA calculation (wB97M-V/def2-TZVPD) on a 2-piece molecular cluster, C3H5N2O overall.

Net charge = +1
E_HOMO (spin up / spin down) = -14.94 / -14.52 eV

Geometry as XYZ:
```
11
Properties=species:S:1:pos:R:3:forces:R:3
C 2.5668 0.3427 0.0732 -2.122 -1.523 0.347
C 1.1847 0.7772 0.0263 1.494 1.468 -1.098
C -0.8070 -0.2926 0.8396 -1.838 4.814 -1.942
N 2.5720 -0.8636 0.6031 0.337 1.356 0.304
N 0.4565 -0.1387 0.6095 2.805 -1.328 0.538
O 1.3717 -1.1361 1.0451 -1.837 -1.171 0.181
H 3.5286 0.6365 -0.2332 0.570 1.215 -0.770
H 0.6193 1.5760 -0.4480 0.757 0.175 0.082
H -2.4504 -2.1637 -0.6263 0.019 0.015 -0.031
H -1.1272 -1.1595 1.2387 -1.227 -2.606 1.432
H -1.4370 0.6452 0.4969 1.043 -2.416 0.959
```
Forces are in eV/Å.